# 1
The following is a quantum chemistry calculation of 4 unconnected molecules or ions with the total composition C25H42ClN2O9S3 in a non-equilibrium geometry, from the Open Molecules 2025 dataset.

CARTESIAN COORDINATES (ANGSTROEM)
C (-0.34357, -5.13394, 3.38118)
C (0.74459, -4.67888, 3.64238)
C (2.08697, -3.98091, 3.80064)
C (1.75701, -2.47401, 3.96813)
C (1.88208, -1.82068, 5.21664)
C (1.50344, -0.40093, 5.24602)
C (1.04538, 0.21241, 4.07695)
N (0.90562, -0.42694, 2.86389)
C (0.36291, 0.31629, 1.70019)
C (-0.86819, 1.23932, 2.01496)
C (-2.09322, 0.74425, 1.14397)
C (-2.69148, -0.54197, 1.78719)
N (-3.80025, -0.29310, 2.71068)
C (-4.23790, 0.86063, 3.31965)
C (-5.36239, 0.53556, 4.08035)
C (-5.61223, -0.90289, 3.94637)
C (-4.58792, -1.34051, 3.09176)
C (1.26850, -1.72468, 2.79170)
Cl (1.17368, -2.64806, 1.31283)
H (-1.40960, -5.18988, 3.17201)
H (2.57152, -4.39390, 4.70549)
H (2.71037, -4.09035, 2.89357)
H (2.24470, -2.33671, 6.11901)
H (1.58098, 0.13630, 6.19825)
H (0.75502, 1.27307, 4.11019)
H (0.06101, -0.35224, 0.87008)
H (1.20313, 0.92081, 1.28864)
H (-0.58311, 2.27149, 1.72327)
H (-1.20514, 1.21129, 3.06863)
H (-1.76326, 0.50521, 0.11497)
H (-2.81978, 1.58145, 1.16628)
H (-1.92052, -1.14502, 2.32918)
H (-3.08846, -1.19017, 0.97555)
H (-3.72868, 1.81654, 3.16324)
H (-5.94037, 1.24302, 4.68689)
H (-6.41316, -1.49072, 4.39938)
H (-4.45285, -2.38731, 2.78356)
O (0.68761, 3.79329, -2.74255)
S (0.16145, 2.55265, -3.22482)
O (-0.65463, 1.71701, -2.39037)
O (1.37031, 1.67134, -3.80308)
C (2.49640, 1.45101, -2.94868)
C (2.19861, 0.37978, -1.91975)
C (-0.67093, 2.82568, -4.75195)
H (2.80880, 2.38295, -2.47232)
H (3.31773, 1.12632, -3.58697)
H (1.44169, 0.72857, -1.21460)
H (3.09630, 0.12023, -1.35471)
H (1.80757, -0.52031, -2.39649)
H (-0.02613, 3.40975, -5.40407)
H (-1.58665, 3.37445, -4.53992)
H (-0.91004, 1.86450, -5.20030)
O (6.42372, -1.95680, 5.14237)
S (7.11641, -1.17100, 4.16374)
O (7.64815, 0.11491, 4.48294)
O (6.18152, -1.03401, 2.86505)
C (4.84943, -0.55297, 3.05474)
C (4.81115, 0.92235, 3.22832)
C (8.38455, -2.14770, 3.42650)
H (4.36203, -1.04327, 3.90190)
H (4.28871, -0.82080, 2.15542)
H (5.26991, 1.22100, 4.17187)
H (3.76904, 1.25329, 3.22696)
H (5.34863, 1.45361, 2.44188)
H (7.96427, -3.10584, 3.13036)
H (9.16489, -2.29302, 4.17142)
H (8.78369, -1.61454, 2.56651)
O (-4.44833, -0.13274, -6.27083)
S (-3.84681, 0.71800, -7.25209)
O (-3.30283, 1.99575, -6.89882)
O (-4.86029, 0.90596, -8.46955)
C (-6.19613, 1.35451, -8.18354)
C (-6.24825, 2.84932, -7.93446)
C (-2.62144, -0.19629, -8.13191)
H (-6.61548, 0.79825, -7.34271)
H (-6.79663, 1.11324, -9.06019)
H (-5.73494, 3.11137, -7.00859)
H (-7.28210, 3.18768, -7.85605)
H (-5.75605, 3.39252, -8.74225)
H (-3.05047, -1.14336, -8.44967)
H (-1.78676, -0.36973, -7.45479)
H (-2.29254, 0.38923, -8.98763)

## Properties
Frontier orbital gap ... 5.960 eV
Charge ... +1

---

# 2
The following is a quantum chemistry calculation of 5 unconnected molecules or ions with the total composition C25H42F12O13P in a non-equilibrium geometry, from the Open Molecules 2025 dataset.

CARTESIAN COORDINATES (ANGSTROEM)
C (1.57175, -1.61098, -0.59896)
C (0.41140, -1.89928, -1.56177)
O (0.62387, -1.43255, -2.87840)
C (0.65157, -0.02220, -2.99036)
C (-0.71448, 0.63386, -2.95719)
O (-1.31119, 0.70727, -1.67641)
C (-0.76959, 1.74797, -0.87773)
C (-1.19477, 3.15973, -1.30620)
O (-0.03438, 3.96275, -1.30096)
C (0.40743, 4.36253, -2.60091)
P (2.31269, 4.17838, -2.90487)
O (2.51295, 3.29136, -1.41018)
C (3.87035, 3.13238, -1.10506)
C (4.58646, 3.05588, -2.42817)
O (4.02017, 3.99767, -3.25977)
H (2.29260, -0.92312, -1.01223)
H (2.09284, -2.52013, -0.32393)
H (1.16008, -1.21770, 0.32109)
H (0.34924, -2.97494, -1.63646)
H (-0.53419, -1.57984, -1.14264)
H (1.07838, 0.20021, -3.95977)
H (1.29843, 0.46309, -2.26289)
H (-0.61136, 1.61094, -3.42145)
H (-1.38726, 0.06486, -3.58970)
H (0.31213, 1.71391, -0.80051)
H (-1.15423, 1.57491, 0.12224)
H (-1.68730, 3.10344, -2.27285)
H (-1.91200, 3.58241, -0.60255)
H (-0.06820, 3.78710, -3.39691)
H (0.13793, 5.41535, -2.73457)
H (2.50342, 5.38922, -2.11067)
H (2.16600, 4.99981, -4.09308)
H (2.07324, 2.98305, -3.70300)
H (3.99677, 2.20265, -0.54717)
H (4.18355, 3.96685, -0.47064)
H (5.65956, 3.21797, -2.28527)
H (4.54278, 2.05002, -2.85603)
C (-1.20272, 5.19220, 2.27040)
C (-0.56249, 4.95955, 3.61841)
O (-1.52576, 4.53356, 4.61199)
C (-1.86989, 3.25658, 4.58897)
O (-1.47203, 2.41378, 3.84061)
C (-2.86383, 2.97809, 5.72873)
F (-3.82978, 3.91184, 5.77889)
F (-2.22472, 2.97995, 6.91449)
F (-3.44601, 1.78667, 5.57294)
H (-2.03244, 5.89664, 2.35415)
H (-0.47246, 5.58807, 1.56561)
H (-1.60085, 4.26500, 1.86025)
H (-0.14746, 5.89036, 3.99765)
H (0.24427, 4.24044, 3.55315)
C (-0.96320, -9.01152, -3.25113)
C (-1.83264, -7.79567, -3.01399)
O (-1.45499, -7.10844, -1.80737)
C (-0.40013, -6.30680, -1.89366)
O (0.26364, -6.10023, -2.86462)
C (-0.16867, -5.62886, -0.53602)
F (-0.22835, -6.51411, 0.47687)
F (-1.09904, -4.69085, -0.29893)
F (1.02248, -5.03649, -0.47030)
H (-0.98748, -9.67072, -2.38253)
H (-1.31602, -9.56339, -4.12187)
H (0.07450, -8.72694, -3.42067)
H (-2.86636, -8.09613, -2.86612)
H (-1.80491, -7.10972, -3.85973)
C (-5.51108, -7.07918, 2.44530)
C (-5.82448, -6.80588, 0.99043)
O (-5.15337, -7.74307, 0.12438)
C (-5.71392, -8.93553, -0.00312)
O (-6.71868, -9.31990, 0.51957)
C (-4.88400, -9.77812, -0.98426)
F (-3.57386, -9.69083, -0.70517)
F (-5.07162, -9.34137, -2.24603)
F (-5.23933, -11.06349, -0.93826)
H (-4.43315, -7.07926, 2.60833)
H (-5.96133, -6.31441, 3.07664)
H (-5.89302, -8.05104, 2.75581)
H (-5.45279, -5.82612, 0.70041)
H (-6.89613, -6.82560, 0.79692)
C (6.53533, 7.50482, 1.84177)
C (5.28445, 6.80596, 1.35343)
O (4.69289, 6.00353, 2.39466)
C (3.95897, 6.64170, 3.28956)
O (3.74094, 7.81771, 3.34064)
C (3.34896, 5.61788, 4.25979)
F (4.26546, 4.73654, 4.69256)
F (2.37866, 4.93901, 3.62588)
F (2.81781, 6.21754, 5.33108)
H (7.24393, 6.78021, 2.24488)
H (7.00998, 8.04069, 1.02073)
H (6.30681, 8.21871, 2.63275)
H (5.52305, 6.11060, 0.55271)
H (4.55021, 7.51120, 0.96837)

## Properties
Frontier orbital gap ... 6.084 eV
Charge ... -1

---

# 3
The following is a quantum chemistry calculation of a molecular structure, C25H43AlNP2 in a non-equilibrium geometry, from the Open Molecules 2025 dataset.

CARTESIAN COORDINATES (ANGSTROEM)
Al (1.84324, -0.71965, 0.26966)
C (0.66526, 1.70329, -1.09152)
C (1.13097, 0.35650, -1.54348)
C (-1.20452, 0.41701, -1.49433)
C (-0.71826, 1.68165, -1.01590)
C (-0.12760, -0.37494, -1.86908)
C (1.48926, 2.90733, -0.84644)
H (2.54357, 2.78473, -1.12536)
H (1.45549, 3.21607, 0.21335)
H (1.09060, 3.75605, -1.43138)
C (-1.58929, 2.70637, -0.40291)
H (-1.03987, 3.64877, -0.26596)
H (-1.92964, 2.36166, 0.59025)
H (-2.48417, 2.90645, -1.01370)
C (-2.63893, 0.03717, -1.45427)
H (-3.27782, 0.78927, -1.94858)
H (-2.97675, -0.03878, -0.40199)
H (-2.82066, -0.93483, -1.94000)
C (-0.23561, -1.65591, -2.59497)
H (-0.68633, -1.48949, -3.58951)
H (-0.89108, -2.36595, -2.07217)
H (0.73562, -2.13982, -2.75083)
C (2.26755, 0.26006, -2.51975)
H (1.96765, 0.72320, -3.48248)
H (2.53947, -0.78865, -2.71509)
H (3.17158, 0.77718, -2.16247)
C (5.05131, -1.12909, 3.97574)
C (5.54691, -0.23216, 3.10521)
C (6.56345, -0.52902, 2.04547)
C (6.28791, -1.81219, 1.20505)
C (4.84414, -2.16668, 0.99482)
C (4.19611, -2.99161, 1.82800)
C (4.67335, -3.53088, 3.15017)
C (5.45370, -2.57465, 4.08710)
H (7.57200, -0.63262, 2.49499)
H (6.83881, -2.64902, 1.68086)
H (6.62499, 0.32780, 1.35193)
H (6.53757, -2.75004, 3.97374)
H (4.39056, -0.79103, 4.79036)
H (5.33784, 0.83195, 3.26020)
H (5.19922, -2.89012, 5.12117)
H (3.77704, -3.86603, 3.71504)
H (3.27480, -3.48045, 1.51492)
H (5.27858, -4.45242, 3.00144)
H (6.75572, -1.65313, 0.21726)
H (4.40909, -1.82869, 0.04897)
P (1.95885, 0.34873, 2.55328)
P (1.08711, -2.82079, 1.01338)
C (2.06945, -1.30641, 3.37317)
C (1.15240, -2.46770, 2.87289)
H (1.87193, -1.12702, 4.44268)
H (3.11494, -1.61275, 3.28975)
H (1.43033, -3.42058, 3.36392)
H (0.12056, -2.21610, 3.17378)
C (-0.68872, -3.09663, 0.76142)
H (-0.91859, -2.99798, -0.30741)
H (-1.27740, -2.36905, 1.32518)
H (-0.90467, -4.12137, 1.09477)
C (1.68456, -4.36413, 0.17954)
H (1.52211, -5.23858, 0.82149)
H (2.74291, -4.33496, -0.12324)
H (1.10843, -4.49576, -0.74894)
C (1.89222, 1.74599, 3.67029)
H (2.28632, 2.63119, 3.14471)
H (2.48754, 1.57440, 4.57668)
H (0.84847, 1.94452, 3.95189)
C (3.41066, 0.62596, 1.47031)
H (3.19451, 1.00727, 0.44080)
H (4.06491, -0.25296, 1.39892)
H (4.00201, 1.41100, 1.95752)
N (-1.02658, 0.09824, 1.71452)
C (0.08613, -0.15520, 1.35125)

## Properties
Frontier orbital gap (alpha / beta) ... 5.677 / 5.678 eV
ΔE to the lowest compared entry with this formula, charge and spin ... 0.00 kcal per mole
Charge ... +1